## w
Below is 3 unconnected molecules or ions with the total composition CH9NO3, with properties calculated with ωB97M-V/def2-TZVPD.

The geometry in XYZ format:
```
14
CH9NO3 (ωB97M-V/def2-TZVPD)
N -0.325 0.033 -1.707
C 0.430 1.336 -1.447
O 1.791 1.112 -1.621
H -0.254 -0.284 -2.580
H -0.625 -0.556 -0.877
H -0.047 2.124 -1.987
H 0.098 1.533 -0.393
H 2.281 1.677 -0.982
H 0.083 -1.439 1.303
H 0.850 -2.718 0.993
O 0.150 -2.123 0.669
H -1.849 0.268 2.376
H -1.467 -0.845 3.351
O -1.117 -0.117 2.903
```

Computed properties:
Structure (SMILES): NCO.O.O
LUMO level in hartree: 0.02070
E_HOMO in eV: -8.703
Orbital gap in eV: 9.266

***

## x
Below is 4 unconnected molecules or ions with the total composition CH9NO3, with properties calculated with ωB97M-V/def2-TZVPD.

The geometry in XYZ format:
```
14
CH9NO3 (ωB97M-V/def2-TZVPD)
C -0.368 1.700 1.916
N 0.107 0.584 1.593
H 0.232 2.608 1.531
H -1.387 1.799 2.386
H -0.430 -0.336 1.687
H -0.355 -1.847 -0.303
H -0.571 -2.958 0.783
O -0.694 -1.997 0.641
H 0.007 1.495 -1.035
H 1.277 1.184 -0.434
O 0.858 1.202 -1.307
H 0.586 -0.447 -2.205
H 0.667 -1.817 -2.904
O 0.072 -1.172 -2.349
```

Computed properties:
Structure (SMILES): C=N.O.O.O
LUMO level in hartree: 0.03177
E_HOMO in eV: -9.663
Orbital gap in eV: 10.528

***

Of them, the most stable is x and the least stable is w.

***

## w
Below is a single C5H12S2 molecule, with properties calculated with ωB97M-V/def2-TZVPD.

The geometry in XYZ format:
```
19
C5H12S2 (ωB97M-V/def2-TZVPD)
C 0.599 2.521 1.581
C 0.430 1.033 1.810
C 1.224 0.426 -0.795
C -0.393 -1.812 -1.309
C -1.828 -2.264 -1.247
H 0.444 2.783 0.490
H -0.176 3.092 2.146
H 1.545 2.906 1.919
H 0.471 0.752 2.899
H -0.572 0.668 1.491
H 1.972 -0.074 -1.430
H 1.372 1.468 -0.960
H 0.055 -2.206 -2.167
H 0.152 -2.108 -0.414
H -2.296 -1.906 -0.326
H -1.854 -3.353 -1.126
H -2.413 -1.896 -2.094
S 1.650 -0.021 0.941
S -0.382 -0.010 -1.408
```

Computed properties:
Structure (SMILES): CCSCSCC
LUMO level in hartree: 0.03232
E_HOMO in eV: -8.569
Orbital gap in eV: 9.449

***

## x
Below is 2 unconnected molecules or ions with the total composition C5H12S2, with properties calculated with ωB97M-V/def2-TZVPD.

The geometry in XYZ format:
```
19
C5H12S2 (ωB97M-V/def2-TZVPD)
C -1.583 -2.967 -1.707
C -1.283 -2.817 -0.231
S -0.365 -1.251 0.081
S -1.029 -0.771 1.978
H -0.678 -3.157 -2.280
H -2.079 -2.098 -2.130
H -2.226 -3.837 -1.842
H -0.674 -3.628 0.152
H -2.192 -2.721 0.358
H 0.139 -0.968 2.602
C 0.275 2.718 -0.068
C 1.564 2.222 0.495
C 2.610 2.977 0.782
H -0.544 2.543 0.635
H 0.312 3.788 -0.273
H 0.004 2.215 -0.999
H 1.679 1.143 0.594
H 3.489 2.562 1.260
H 2.581 4.045 0.592
```

Computed properties:
Structure (SMILES): C=CC.CCSS
LUMO level in hartree: 0.02014
E_HOMO in eV: -8.869
Orbital gap in eV: 9.417

***

Of them, the most stable is w and the least stable is x.

***

## w
Below is 3 unconnected molecules or ions with the total composition CH8N2O, with properties calculated with ωB97M-V/def2-TZVPD.

The geometry in XYZ format:
```
12
CH8N2O (ωB97M-V/def2-TZVPD)
N 0.410 0.332 -0.312
C -0.079 1.626 2.295
O -0.678 2.574 2.739
H 0.125 1.152 -0.856
H 1.421 0.257 -0.290
H 1.023 1.574 2.295
H -0.599 0.765 1.875
N -0.457 -1.743 -1.632
H 0.044 -0.567 -0.981
H -0.349 -2.128 -0.703
H -1.120 -2.349 -2.133
H 0.260 -1.494 -2.297
```

Computed properties:
Structure (SMILES): C=O.N.N
LUMO level in hartree: 0.02489
E_HOMO in eV: -9.178
Orbital gap in eV: 9.855

***

## x
Below is 2 unconnected molecules or ions with the total composition CH8N2O, with properties calculated with ωB97M-V/def2-TZVPD.

The geometry in XYZ format:
```
12
CH8N2O (ωB97M-V/def2-TZVPD)
N -1.390 -0.186 -1.278
C -0.679 -0.697 -0.143
N -0.233 0.290 0.848
H -2.363 0.022 -1.150
H -0.895 0.441 -1.896
H -1.315 -1.413 0.370
H 0.195 -1.220 -0.524
H -0.211 1.217 0.447
H -0.750 0.314 1.712
H 3.054 -0.140 0.305
H 1.809 0.650 0.665
O 2.779 0.722 0.643
```

Computed properties:
Structure (SMILES): NCN.O
LUMO level in hartree: 0.03572
E_HOMO in eV: -9.295
Orbital gap in eV: 10.267

***

## y
Below is 3 unconnected molecules or ions with the total composition CH8N2O, with properties calculated with ωB97M-V/def2-TZVPD.

The geometry in XYZ format:
```
12
CH8N2O (ωB97M-V/def2-TZVPD)
N -1.665 -1.886 0.809
H -1.012 -2.386 0.152
H -1.024 -1.079 0.852
H -2.275 1.626 0.445
H -2.249 -1.611 0.001
N 1.334 -0.516 -0.013
C 0.956 0.501 -0.683
O 0.345 1.647 -0.319
H 1.038 -0.526 0.982
H -2.135 2.226 0.884
H 0.445 2.556 -0.630
H 1.174 0.161 -1.715
```

Computed properties:
Structure (SMILES): [H]/N=C\O.[H][H].N
LUMO level in hartree: 0.01924
E_HOMO in eV: -10.521
Orbital gap in eV: 11.044

***

Of them, the most stable is x and the least stable is y.

***

## w
Below is a single C9H14N2O7 molecule, with properties calculated with ωB97M-V/def2-TZVPD.

The geometry in XYZ format:
```
32
C9H14N2O7 (ωB97M-V/def2-TZVPD)
C 1.790 -0.427 2.003
C 1.017 0.250 0.862
C 2.841 -1.397 1.407
C 2.287 -2.784 0.999
C 1.080 -2.628 0.103
C -1.219 0.905 -0.014
C -1.336 -0.085 -1.204
C -0.843 2.313 -0.497
C -2.066 3.045 -1.009
H 0.501 -0.442 3.615
H 0.379 -1.792 2.657
H 2.340 0.374 2.456
H 3.603 -1.567 2.181
H 3.298 -0.909 0.552
H 1.978 -3.338 1.866
H 3.063 -3.333 0.472
H 0.603 -2.285 -1.649
H -0.748 -0.160 1.727
H -2.214 0.944 0.390
H -0.073 2.334 -1.262
H -0.467 2.899 0.358
H -2.566 4.473 -2.098
H 0.576 0.102 -1.449
N 1.010 -1.080 3.038
N -0.314 0.408 1.020
O 1.604 0.653 -0.154
O -0.048 -2.470 0.526
O 1.385 -2.581 -1.190
O -2.379 -0.575 -1.531
O -3.205 2.802 -0.707
O -1.719 4.050 -1.841
O -0.194 -0.350 -1.869
```

Computed properties:
Structure (SMILES): N[C@@H](CCC(=O)O)C(=O)N[C@@H](CC(=O)O)C(=O)O
LUMO level in hartree: 0.01769
E_HOMO in eV: -9.829
Orbital gap in eV: 10.310

***

## x
Below is a single C9H14N2O7 molecule, with properties calculated with ωB97M-V/def2-TZVPD.

The geometry in XYZ format:
```
32
C9H14N2O7 (ωB97M-V/def2-TZVPD)
C 1.128 -1.768 -0.424
C 1.749 -0.433 -0.857
C 0.061 -2.173 -1.400
C -1.244 -1.406 -1.428
C -2.223 -1.610 -0.274
C 0.017 1.076 0.338
C -0.767 2.069 -0.459
C 0.554 1.626 1.678
C 1.389 2.857 1.407
H 1.421 -1.696 1.638
H 0.020 -2.448 1.113
H 1.990 -2.449 -0.636
H -0.227 -3.197 -1.155
H 0.470 -2.185 -2.386
H -1.026 -0.370 -1.662
H -1.655 -1.871 -2.302
H -3.048 -2.912 0.767
H 1.757 1.555 -0.834
H -0.577 0.197 0.539
H -0.180 1.763 2.492
H 1.213 0.847 2.078
H 1.280 4.708 1.576
H -2.357 1.136 0.006
N 0.685 -1.676 0.950
N 1.173 0.761 -0.511
O 2.717 -0.472 -1.595
O -2.820 -0.702 0.255
O -2.395 -2.939 0.006
O -0.201 2.912 -1.140
O 2.399 2.877 0.757
O 0.782 3.980 1.929
O -2.088 1.941 -0.467
```

Computed properties:
Structure (SMILES): N[C@@H](CCC(=O)O)C(=O)N[C@@H](CC(=O)O)C(=O)O
LUMO level in hartree: 0.00459
E_HOMO in eV: -9.566
Orbital gap in eV: 9.691

***

Of them, the most stable is w and the least stable is x.

***

## w
Below is a single C6H16N2O molecule, with properties calculated with ωB97M-V/def2-TZVPD.

The geometry in XYZ format:
```
25
C6H16N2O (ωB97M-V/def2-TZVPD)
C 1.013 0.235 0.143
C -1.502 0.168 0.312
C 0.996 1.483 1.020
C 1.999 0.460 -1.004
C 1.458 -0.967 0.980
C -2.848 -0.704 -0.179
N -0.432 -0.052 -0.587
N -0.516 -1.211 -1.360
O -1.862 1.515 0.342
H -1.973 1.805 -0.572
H -1.303 -0.125 1.350
H -0.219 -2.051 -0.863
H 0.029 -1.096 -2.206
H 2.463 -0.808 1.372
H 1.986 1.668 1.440
H 0.717 2.358 0.438
H 0.307 1.380 1.854
H 1.633 1.252 -1.657
H 2.969 0.772 -0.616
H 2.163 -0.445 -1.588
H 1.520 -1.876 0.381
H 0.777 -1.138 1.813
H -3.674 -0.363 0.439
H -3.047 -0.502 -1.227
H -2.657 -1.760 -0.027
```

Computed properties:
Structure (SMILES): C[C@H](O)N(N)C(C)(C)C
LUMO level in hartree: 0.03109
E_HOMO in eV: -8.661
Orbital gap in eV: 9.507

***

## x
Below is 3 unconnected molecules or ions with the total composition C6H16N2O, with properties calculated with ωB97M-V/def2-TZVPD.

The geometry in XYZ format:
```
25
C6H16N2O (ωB97M-V/def2-TZVPD)
C -1.261 -1.261 0.292
C -1.603 2.794 0.235
C -2.715 -1.095 -0.041
N -0.842 -0.872 1.424
N -0.505 -1.852 -0.675
O -0.697 1.733 0.080
H 0.155 -1.016 1.569
H -0.880 -1.955 -1.602
H -0.876 1.060 0.755
H 0.502 -1.808 -0.596
H -1.363 3.534 -0.530
H -1.512 3.263 1.220
H -2.640 2.460 0.097
H -3.256 -0.782 0.846
H -2.827 -0.338 -0.817
H -3.128 -2.033 -0.408
C 2.462 0.845 0.200
C 2.621 -0.300 -0.739
C 2.786 -1.560 -0.375
H 2.579 -0.043 -1.790
H 2.547 0.521 1.234
H 3.223 1.598 0.001
H 1.488 1.312 0.050
H 2.841 -1.847 0.664
H 2.902 -2.357 -1.092
```

Computed properties:
Structure (SMILES): [H]/N=C(/C)N.C=CC.CO
LUMO level in hartree: 0.03641
E_HOMO in eV: -9.295
Orbital gap in eV: 10.285

***

Of them, the most stable is x and the least stable is w.

***

## w
Below is a molecular structure, C6H16N2O, with properties calculated with ωB97M-V/def2-TZVPD.

The geometry in XYZ format:
```
25
C6H16N2O (ωB97M-V/def2-TZVPD)
C -1.969 -0.333 0.819
C -0.529 -0.218 -0.709
C 0.452 -0.058 0.302
C 1.982 -0.179 -1.001
C 0.646 1.224 1.059
C 3.163 -0.690 -0.211
N -3.065 -1.148 0.359
N -0.913 0.831 -1.520
O -2.386 1.013 0.892
H -3.309 1.027 1.188
H -1.658 -0.702 1.805
H -0.553 -1.191 -1.196
H 0.652 -0.964 0.865
H -2.926 -2.126 0.580
H -3.212 -1.058 -0.642
H -1.594 0.600 -2.227
H -1.176 1.661 -1.002
H 1.753 -0.802 -1.865
H 2.076 0.857 -1.319
H 0.003 2.045 0.749
H 1.655 1.621 0.945
H 0.472 1.087 2.126
H 2.989 -1.713 0.135
H 3.358 -0.073 0.669
H 4.088 -0.711 -0.801
```

Computed properties:
LUMO level in hartree: 0.03175
E_HOMO in eV: -6.512
Orbital gap in eV: 7.376

***

## x
Below is 2 unconnected molecules or ions with the total composition C6H16N2O, with properties calculated with ωB97M-V/def2-TZVPD.

The geometry in XYZ format:
```
25
C6H16N2O (ωB97M-V/def2-TZVPD)
C 2.404 -0.841 0.473
N 1.235 -0.218 -0.119
C 1.508 1.148 -0.624
C 0.174 1.914 -0.514
C -0.788 0.911 0.152
C 0.152 -0.029 0.874
C -0.487 -1.310 1.391
N -1.304 -2.057 0.425
H 3.206 -0.143 0.743
H 2.854 -1.589 -0.190
H 2.218 -1.350 1.414
H 1.758 1.048 -1.672
H 2.322 1.632 -0.073
H -0.223 2.149 -1.494
H 0.276 2.875 -0.009
H -1.502 1.416 0.805
H -1.346 0.431 -0.650
H 0.585 0.521 1.730
H -1.107 -1.082 2.263
H 0.282 -1.997 1.748
H -1.755 -1.448 -0.243
H -0.725 -2.732 -0.049
H -3.403 0.926 -1.761
H -3.368 -0.520 -2.231
O -2.965 0.343 -2.390
```

Computed properties:
Structure (SMILES): CN1CCC[C@H]1CN.O
LUMO level in hartree: 0.02897
E_HOMO in eV: -8.553
Orbital gap in eV: 9.342

***

Of them, the most stable is x and the least stable is w.